Version a
Here is 10 unconnected molecules or ions with the total composition C30H66N2O16S6 from OMol25. Energies are from wB97M-V/def2-TZVPD.

Last column: Löwdin charge in e.
Positions of all 120 atoms, in Å:
H: 11.818 25.369 20.463  0.14
C: 13.847 25.179 12.658  -0.18
C: 7.147 23.746 19.369  -0.24
C: 8.746 28.560 20.872  -0.17
H: 11.589 22.188 18.913  0.02
H: 8.507 30.160 22.202  0.14
C: 14.401 25.736 13.950  -0.14
H: 13.004 28.686 20.966  0.12
H: 14.067 22.331 20.420  0.13
H: 7.053 29.029 23.736  0.09
H: 8.128 28.489 16.749  0.05
O: 11.968 33.172 21.760  -0.32
C: 6.069 21.783 20.676  -0.21
C: 10.670 29.520 17.124  0.07
H: 14.170 24.729 20.953  0.15
H: 8.468 25.964 17.821  0.12
S: 11.850 24.255 18.278  0.65
O: 10.411 24.202 18.275  -0.30
H: 11.936 29.235 20.054  0.06
H: 7.579 27.399 22.923  0.12
H: 12.564 22.805 21.075  0.14
C: 3.369 26.377 12.685  -0.14
H: 11.762 29.403 17.110  0.11
H: 14.077 24.143 12.530  0.13
H: 9.611 28.812 23.187  0.18
H: 4.563 29.913 14.415  0.13
H: 3.412 24.102 12.384  0.14
H: 5.856 24.893 13.490  0.05
O: 11.531 24.013 13.047  -0.31
H: 7.127 28.445 19.349  0.06
H: 11.364 30.174 22.174  0.00
S: 7.632 22.691 20.760  0.73
H: 3.849 27.302 12.597  0.07
H: 8.290 29.805 14.692  -0.02
H: 6.417 22.236 18.036  0.14
H: 7.155 26.160 16.431  0.14
H: 10.522 29.736 16.235  -0.03
H: 4.581 21.712 19.182  0.11
C: 5.528 29.464 13.961  0.02
C: 5.130 22.368 19.751  -0.17
H: 13.799 27.541 13.717  0.10
H: 5.918 28.909 14.647  -0.05
H: 13.815 25.663 11.975  -0.06
H: 10.096 29.925 18.031  0.13
H: 5.332 28.983 12.846  0.15
O: 5.111 26.589 15.382  -0.34
H: 4.907 23.492 13.920  0.17
H: 12.869 30.683 22.635  0.17
H: 9.007 28.008 15.677  0.05
H: 14.495 30.036 20.759  0.13
C: 13.690 30.408 20.058  -0.19
C: 10.155 28.085 17.248  -0.29
C: 8.435 31.912 15.041  -0.03
C: 12.396 22.698 18.808  -0.20
H: 7.884 23.730 18.756  0.00
H: 14.080 32.629 20.011  0.15
N: 8.836 27.751 16.597  0.04
S: 4.175 25.500 15.001  0.62
H: 7.055 24.835 19.823  0.16
C: 4.912 24.655 13.639  -0.25
H: 11.316 27.153 14.238  0.11
O: 11.751 26.121 11.654  -0.27
H: 13.108 22.104 18.025  0.18
O: 5.386 29.642 21.899  -0.28
C: 12.577 29.622 20.739  -0.31
O: 7.075 29.557 16.992  -0.19
H: 7.882 32.746 15.508  0.11
O: 6.329 31.640 13.153  0.05
C: 13.627 24.375 20.039  -0.27
C: 13.379 26.845 14.369  -0.26
C: 2.884 26.172 14.146  -0.26
H: 7.263 30.280 15.773  0.08
C: 8.270 26.481 16.763  -0.05
C: 13.191 31.885 19.674  -0.15
H: 13.996 29.839 19.162  0.11
H: 2.820 27.175 14.384  0.07
O: 10.824 27.163 17.763  0.07
C: 12.152 30.478 21.768  -0.22
H: 2.514 26.532 12.122  0.09
N: 7.785 30.621 14.835  0.01
C: 12.073 26.347 14.076  -0.27
H: 9.715 28.978 20.247  0.14
S: 11.830 32.042 20.880  0.73
C: 12.487 25.138 19.625  -0.27
S: 6.214 28.532 21.683  0.64
C: 4.084 24.999 12.467  -0.20
H: 13.025 32.051 18.712  0.03
O: 3.759 24.593 15.980  -0.30
O: 12.443 24.622 17.028  -0.29
H: 6.489 29.512 17.577  -0.14
C: 8.670 29.036 22.402  -0.25
H: 13.559 27.287 15.228  0.07
H: 11.853 25.624 15.085  0.16
H: 8.846 25.772 16.246  0.06
C: 7.434 28.491 22.941  -0.28
S: 12.116 25.299 12.731  0.65
H: 5.570 23.734 18.004  0.13
H: 12.714 26.087 19.189  0.09
H: 8.888 27.483 20.949  0.09
H: 14.300 24.326 19.335  0.06
H: 4.754 24.953 11.626  0.11
H: 1.912 25.501 14.518  0.19
C: 13.168 22.935 20.113  -0.20
O: 8.773 21.926 20.484  -0.30
O: 5.636 27.191 21.535  -0.33
H: 4.477 22.934 20.128  0.06
C: 6.056 23.020 18.731  -0.21
O: 7.526 23.446 22.063  -0.37
H: 9.049 31.618 15.851  0.05
H: 7.142 29.881 19.971  0.14
H: 5.838 21.864 21.647  0.06
C: 6.593 30.647 13.881  -0.29
O: 10.598 31.901 20.061  -0.35
O: 9.183 28.688 14.053  -0.34
H: 8.727 28.586 13.250  -0.08
H: 6.354 20.808 20.558  0.09
H: 14.321 25.147 14.874  0.12
H: 15.348 26.150 13.703  0.11
H: 9.175 32.329 14.342  0.11
C: 7.279 28.793 20.324  -0.24

Output
- LUMO level: -0.007 eV
- Net charge: 0
- E_HOMO: -8.731 eV

=====

Version b
Here is a molecular structure, C30H66N2O16S6 from OMol25. Energies are from wB97M-V/def2-TZVPD.

Last column: Löwdin charge in e.
Positions of all 120 atoms, in Å:
C: -1.493 2.301 -1.037  0.02
H: 0.265 -0.822 -4.791  0.07
H: 2.088 3.615 -0.509  0.01
H: -5.911 -0.372 -1.162  0.08
H: -1.124 -6.549 2.019  0.14
H: 1.804 1.031 2.216  0.12
C: 4.688 -2.617 2.667  -0.24
O: -2.875 4.227 -3.239  -0.34
O: 3.446 -4.955 2.614  -0.32
O: 2.108 -2.634 -5.876  -0.33
H: -2.213 1.924 -1.645  0.02
C: -0.946 -6.194 -0.246  -0.20
H: -0.122 -4.816 -1.222  0.08
C: -4.794 1.508 -3.494  -0.23
S: -1.162 -2.160 4.904  0.54
H: 1.947 -2.178 2.399  0.08
H: 2.360 6.412 0.439  0.14
C: -4.994 1.399 -1.040  -0.24
H: 1.548 -0.180 0.806  0.08
H: 1.694 -1.359 3.785  0.06
H: -4.408 -0.561 -0.722  0.15
C: -2.834 -2.180 5.547  -0.22
O: -0.841 -3.421 4.398  -0.30
H: -1.418 2.794 -5.698  0.12
C: 4.527 3.168 0.783  0.02
C: 2.121 5.607 -0.423  -0.04
C: -1.290 5.657 -4.839  -0.29
H: 0.543 -1.464 6.262  0.05
H: -1.107 6.304 -3.922  0.16
H: 5.768 -2.592 3.042  0.13
N: 2.309 4.294 0.209  -0.03
C: -0.309 -1.991 6.452  -0.15
H: 1.480 0.235 -4.932  0.11
H: 4.540 2.865 -0.238  0.07
C: -5.056 0.082 -1.352  -0.27
H: -1.981 -6.781 -0.474  0.16
H: 3.564 -3.173 -3.530  0.17
S: -0.455 -3.717 0.731  0.72
C: 2.418 -2.970 4.084  -0.24
C: -2.687 -2.061 7.041  -0.35
O: -3.399 4.306 -5.646  -0.27
C: 1.635 -2.152 -2.745  -0.14
S: -2.422 4.321 -4.627  0.68
H: 0.769 5.965 -5.044  0.18
O: 1.756 2.430 -1.430  -0.29
H: 0.226 -7.054 1.270  0.07
O: -0.908 -1.032 4.165  -0.25
H: 1.518 -3.381 4.020  0.04
H: -0.020 -3.031 6.985  0.17
H: 1.283 -5.203 1.469  0.06
H: -3.666 -1.346 5.272  0.17
H: 1.688 -2.208 -1.408  0.19
H: 0.183 4.076 -3.301  0.14
H: 1.138 1.762 -0.237  0.08
C: -0.897 1.176 -0.185  -0.26
O: 4.628 -4.210 4.707  -0.31
C: 0.071 3.735 -4.412  -0.21
C: 1.237 -0.628 -2.937  -0.21
H: 0.860 -2.809 -3.095  0.10
H: 2.850 5.671 -1.179  0.07
H: 0.276 -0.233 -2.505  0.15
H: -1.768 3.151 -0.677  0.04
H: -1.633 6.188 -5.569  0.05
H: -1.277 -1.218 8.274  0.09
C: 0.293 -5.095 1.585  -0.22
H: 1.405 4.097 0.977  0.09
H: -5.014 3.193 -2.067  0.11
H: -3.844 1.700 -0.875  0.16
C: -0.962 -4.722 -0.614  -0.24
C: 2.894 -2.245 -3.575  -0.32
H: -1.675 -0.297 6.950  0.14
C: -1.556 -1.354 7.289  -0.28
C: -5.384 2.210 -2.280  -0.15
H: -0.570 4.134 1.756  0.00
H: -5.419 1.747 -0.349  0.02
C: 2.382 -1.817 3.250  -0.25
C: 1.109 -0.619 -4.343  -0.22
C: 3.583 4.272 1.048  -0.41
O: -1.762 -3.409 1.395  -0.33
H: 4.140 -0.573 2.508  0.07
H: 0.130 -5.120 2.580  0.06
S: 3.881 -3.921 3.531  0.68
H: -1.632 2.278 -4.028  0.10
H: 1.865 -0.110 -2.544  0.00
H: 4.375 2.317 1.513  0.11
S: -4.532 -0.097 -2.997  0.66
H: 2.671 -2.815 5.156  0.13
O: -5.320 -1.010 -3.653  -0.25
S: 2.537 -1.533 -4.980  0.61
H: 4.205 -1.261 4.170  0.15
H: -6.459 2.045 -2.211  0.13
O: 3.555 -0.723 -5.417  -0.25
C: 3.859 -1.393 3.075  -0.16
O: 3.766 5.097 1.913  0.11
C: 1.040 0.521 1.504  -0.01
C: -1.170 3.063 -4.656  -0.27
H: -3.935 2.085 -3.722  0.06
O: 0.559 -2.774 0.453  -0.32
H: 4.650 -2.809 1.544  0.13
H: -2.660 -3.012 7.488  0.10
H: -0.189 4.841 -6.144  0.09
O: -1.413 0.036 0.022  0.08
H: -0.349 -6.633 -1.069  0.11
O: -3.049 -0.191 -3.073  -0.33
H: 3.610 -1.681 -3.114  0.08
C: -0.051 5.116 -5.164  -0.25
H: -3.284 -3.330 5.529  0.17
H: 1.028 3.193 -4.689  0.14
O: 0.353 3.810 1.882  -0.34
H: 5.446 3.591 1.195  0.09
H: 1.086 5.562 -0.822  0.10
N: 0.381 1.548 0.557  0.01
H: -1.940 -4.588 -0.986  0.10
H: -5.431 1.592 -4.321  0.10
H: -3.617 -1.413 7.495  0.19
H: 0.187 2.479 0.988  0.05
H: 1.812 1.992 -2.213  -0.10
C: -0.437 -6.324 1.169  -0.21
H: -0.849 2.630 -1.830  0.07
H: 0.377 -0.231 2.043  0.08

Output
- LUMO level: 0.179 eV
- Net charge: 0
- E_HOMO: -9.388 eV

=====

version b is favored, and the nearest alternative lies 0.0646 hartree above it.

=====

Version a
Here is a gas-phase ion, C14H19N2O (charge +1) from OMol25. Energies are from wB97M-V/def2-TZVPD.

Last column: natural (NBO) charge in e.
Positions of all 36 atoms, in Å:
N: 3.069 0.754 3.748  -0.12
H: 4.810 1.201 2.807  0.23
H: 4.910 1.478 4.577  0.26
H: 1.513 0.223 0.188  0.19
H: -0.099 -0.100 4.588  0.27
H: -3.454 -1.684 -3.267  0.22
C: 0.832 0.150 4.110  -0.31
C: -0.258 -0.823 -4.514  -0.63
C: -1.437 0.569 1.974  -0.19
H: -0.246 0.175 -1.740  0.24
C: 4.564 0.778 3.784  -0.42
H: -0.341 0.269 -4.400  0.19
H: -1.484 -2.556 -4.442  0.22
H: -3.320 0.620 1.164  0.24
C: 0.995 0.366 2.790  0.22
H: -1.907 0.783 -3.104  0.18
C: -2.721 0.224 -2.757  -0.06
H: 0.088 -0.868 -5.548  0.23
H: -3.713 0.499 -3.083  0.21
C: 0.423 0.411 0.405  -0.14
H: 4.965 -0.228 3.786  0.24
H: -1.880 0.598 2.988  0.23
C: -1.832 0.447 -0.360  0.38
C: 2.244 0.408 4.671  0.13
H: 0.501 -1.212 -3.762  0.20
C: -0.494 0.420 -0.706  -0.32
C: -1.668 -1.493 -4.420  -0.40
H: 2.520 0.328 5.714  0.25
C: -0.052 0.502 1.713  -0.08
N: 2.360 0.651 2.503  -0.38
O: -2.832 0.299 -1.282  -0.50
H: 2.855 0.405 1.601  0.45
C: -2.268 0.577 0.993  -0.23
H: -1.853 -1.742 -2.303  0.21
C: -2.437 -1.248 -3.144  -0.42
H: -2.353 -1.180 -5.274  0.21

Output
- LUMO level: -3.577 eV
- Net charge: +1
- SMILES string: CCCCOc1ccc(-c2cc[n+](C)[nH]2)cc1
- E_HOMO: -11.330 eV

=====

Version b
Here is a gas-phase ion, C14H19N2O (charge +1) from OMol25. Energies are from wB97M-V/def2-TZVPD.

Last column: natural (NBO) charge in e.
Positions of all 36 atoms, in Å:
H: 1.608 4.051 0.216  0.20
H: 1.147 2.726 -0.887  0.17
O: 1.075 2.349 1.158  -0.49
C: 0.812 -4.268 1.116  -0.32
H: -0.186 4.385 -2.133  0.19
H: -0.812 -6.445 -1.749  0.24
H: -0.661 -1.214 -1.117  0.21
C: -0.507 3.891 -0.040  -0.43
H: -0.608 4.483 0.891  0.21
H: 1.836 0.586 2.772  0.25
H: 1.555 -1.907 2.506  0.22
H: 1.202 6.071 -0.724  0.20
C: 0.155 6.188 -1.039  -0.61
H: -1.640 5.152 -1.427  0.22
C: 0.097 0.523 -0.150  -0.32
N: -0.868 -5.181 -0.063  -0.13
C: -1.559 -6.000 -1.075  -0.43
H: -0.380 6.823 -0.337  0.21
C: 0.126 -5.513 0.750  0.11
H: -1.807 -3.202 -0.254  0.45
H: 0.415 -6.531 0.930  0.26
H: -0.344 1.163 -0.909  0.24
C: 1.329 0.147 1.901  -0.27
C: 0.891 3.255 0.078  -0.07
H: -2.237 -5.410 -1.708  0.25
H: 1.715 -4.200 1.730  0.26
C: 1.182 -1.250 1.751  -0.13
C: 0.144 -3.208 0.558  0.25
H: -1.273 3.099 -0.101  0.20
C: 0.782 1.023 0.963  0.43
H: 0.138 6.769 -1.961  0.22
C: -0.593 4.888 -1.259  -0.39
C: -0.096 -0.873 -0.260  -0.14
H: -2.150 -6.832 -0.637  0.25
C: 0.449 -1.780 0.652  -0.18
N: -0.936 -3.758 -0.141  -0.35

Output
- LUMO level: -3.839 eV
- Net charge: +1
- SMILES string: CCCCOc1ccc(-c2cc[n+](C)[nH]2)cc1
- E_HOMO: -11.652 eV

=====

version b is favored, and the nearest alternative lies 0.0496 hartree above it.

=====

Version a
Here is C2H6ClPS in the gas phase from OMol25. Energies are from wB97M-V/def2-TZVPD.

Last column: natural (NBO) charge in e.
Positions of all 11 atoms, in Å:
H: -2.188 0.527 0.177  0.25
H: -2.489 1.654 1.449  0.26
H: -0.290 1.873 -0.869  0.24
S: 1.648 0.631 2.729  -0.48
Cl: -0.005 2.938 1.995  -0.25
H: 1.517 2.133 -0.507  0.26
C: 0.628 1.375 -0.359  -0.93
H: 0.913 0.421 -0.786  0.24
C: -1.774 0.854 1.245  -0.96
H: -2.092 -0.052 1.783  0.25
P: 0.123 1.110 1.486  1.13

Output
- LUMO level: 0.001 eV
- Net charge: 0
- SMILES string: CP(C)(=S)Cl
- E_HOMO: -8.665 eV

=====

Version b
Here is 2 unconnected molecules or ions with the total composition C2H6ClPS from OMol25. Energies are from wB97M-V/def2-TZVPD.

Last column: natural (NBO) charge in e.
Positions of all 11 atoms, in Å:
H: 1.538 0.132 2.830  0.23
H: -3.837 -0.385 -0.973  0.26
H: 0.903 -0.762 -1.724  0.27
H: 0.122 -2.040 -0.837  0.26
P: 1.639 -0.618 0.623  1.18
C: 0.401 -0.919 -0.726  -0.98
S: 3.432 -0.960 0.169  -0.48
Cl: -3.421 0.353 -0.066  -0.26
H: -0.482 -0.457 -0.376  0.25
C: 0.961 -0.038 2.030  -0.97
H: 0.089 0.548 2.033  0.24

Output
- LUMO level: 0.315 eV
- Net charge: 0
- SMILES string: C=P(C)=S.Cl
- E_HOMO: -8.523 eV

=====

version a is favored, and the nearest alternative lies 0.0235 hartree above it.

=====

Version a
Here is a gas-phase ion, C8H11N4 (charge +1) from OMol25. Energies are from wB97M-V/def2-TZVPD.

Last column: natural (NBO) charge in e.
Positions of all 23 atoms, in Å:
N: -0.122 -1.332 0.175  -0.39
H: -2.495 -2.562 -0.184  0.26
C: -3.546 -0.608 -0.248  -0.16
H: -4.525 1.373 -0.238  0.25
H: 2.897 -0.969 -0.714  0.46
N: -0.112 1.430 0.049  -0.35
C: -3.585 0.827 -0.098  -0.19
H: 2.402 2.239 -0.979  0.40
C: -2.467 1.470 0.258  -0.19
C: 1.059 0.792 -0.377  0.03
H: 2.116 -2.480 -0.356  0.48
H: -2.331 2.621 0.286  0.25
H: 2.445 1.853 0.660  0.38
H: -4.462 -1.199 -0.383  0.24
H: 0.918 0.494 -1.387  0.21
C: -2.458 -1.395 -0.145  -0.23
H: 1.465 -0.364 1.450  0.21
C: -1.193 -0.708 0.161  0.18
N: 2.245 1.523 -0.292  -0.85
H: 2.850 -1.579 0.867  0.45
N: 2.322 -1.465 -0.023  -0.71
C: -1.184 0.758 0.290  0.20
C: 1.298 -0.461 0.389  0.08

Output
- LUMO level: -4.350 eV
- Net charge: +1
- SMILES string: N[C@@H]1N=c2ccccc2=N[C@H]1[NH3+]
- E_HOMO: -12.126 eV

=====

Version b
Here is a gas-phase ion, C8H11N4 (charge +1) from OMol25. Energies are from wB97M-V/def2-TZVPD.

Last column: natural (NBO) charge in e.
Positions of all 23 atoms, in Å:
N: -1.284 1.123 -0.105  -0.51
C: -1.022 -0.248 -0.072  0.48
N: -0.072 -2.324 -0.146  -0.82
H: -2.295 -1.693 0.627  0.46
H: 0.774 -0.623 -2.066  0.23
N: -2.170 -0.782 0.213  -0.31
C: 0.206 -0.939 -0.137  0.02
C: 1.765 0.908 -1.056  -0.15
C: 1.226 -0.446 -1.090  -0.47
H: 0.723 -2.902 -0.210  0.39
H: -3.011 2.205 0.189  0.24
H: 2.242 2.455 0.217  0.23
C: 1.379 0.768 1.325  -0.23
H: -0.601 -2.641 -0.913  0.38
H: -0.543 1.911 -0.148  0.49
N: -3.183 0.104 0.299  -0.21
C: 1.942 1.456 0.156  -0.24
H: 1.557 1.388 2.217  0.24
H: 2.079 1.420 -1.959  0.24
C: 0.681 -0.346 1.352  -0.17
H: 0.136 -0.781 2.268  0.25
C: -2.605 1.255 0.064  0.21
H: 2.076 -1.269 -1.026  0.25

Output
- LUMO level: -4.022 eV
- Net charge: +1
- SMILES string: N[C@@]1(c2[nH]nc[nH+]2)C=CC=CC1
- E_HOMO: -12.888 eV

=====

version b is favored, and the nearest alternative lies 0.0178 hartree above it.